1.
# C10H8BrNO2

C10H8BrNO2 in the gas phase (wB97M-V/def2-TZVPD, the OMol25 dataset).

Values from the calculation:
**Net charge**: 0
**LUMO level**: 0.3 eV
**Multiplicity**: 1
**E_HOMO**: -7.86 eV
**Orbital gap**: 8.11 eV

Each line ends with the Mulliken charge.
Cartesian coordinates (Å):
C: 1.420010 -0.146822 -0.785054  0.552
C: -2.414165 2.229930 -0.373028  -0.106
C: -2.391010 2.057592 1.055988  -0.549
C: -1.707977 1.451014 -1.195612  -1.005
C: -1.604193 1.125309 1.614646  -0.605
C: -0.904101 0.280700 -0.718055  0.676
C: -0.822497 0.224217 0.795540  -0.087
C: 0.020075 -0.569590 1.405806  0.675
C: 2.384017 -2.757450 -0.747314  -0.718
C: 2.419832 -0.544294 -0.025372  -0.055
N: 0.414067 0.259587 -1.338074  -0.480
O: 0.594859 -1.311153 2.101316  -0.410
O: 3.046051 -1.744514 -0.025708  -0.347
Br: 3.482600 0.801006 0.805974  -0.134
H: -3.014772 3.032752 -0.773737  0.379
H: -2.988991 2.708585 1.674991  0.390
H: -1.705570 1.604887 -2.263828  0.365
H: -1.515850 1.013443 2.685024  0.380
H: -1.389151 -0.636473 -1.103897  0.184
H: 2.169510 -2.432948 -1.771958  0.353
H: 1.445806 -3.037233 -0.256269  0.273
H: 3.061455 -3.608543 -0.761384  0.270

Atoms 1-6, force components in eV/Å:
C -0.3 -0.1 0.4
C 0.2 -0.1 -0.6
C 0.1 -0.3 0.7
C -0.1 0.2 0.1
C -0.3 0.3 0.1
C -0.3 -0.6 0.5



2.
# C10H8Cl4CuF18MgNaO18S6

C10H8Cl4CuF18MgNaO18S6 as an isolated structure (wB97M-V/def2-TZVPD, the OMol25 dataset).

Values from the calculation:
**Net charge**: -1
**LUMO level (alpha / beta)**: 0.5 / -2.3 eV
**Multiplicity**: 2
**E_HOMO (alpha / beta)**: -7.07 / -7.07 eV
**⟨S²⟩**: 0.752
**Orbital gap (alpha / beta)**: 7.59 / 4.74 eV

Each line ends with the Mulliken charge.
Cartesian coordinates (Å):
Na: -16.790689 23.225520 25.834302  0.834
Cu: -16.327701 19.926842 29.332015  -0.326
Mg: -16.070687 17.769144 25.002789  1.793
C: -12.948751 20.528203 26.288666  0.528
F: -12.547678 19.385290 26.824945  -0.151
F: -12.451755 21.538631 26.995470  -0.189
F: -12.505070 20.595521 25.040869  -0.057
S: -14.788450 20.549411 26.185431  0.555
O: -15.095960 19.465738 25.305792  -1.753
O: -15.409884 20.368650 27.482425  0.474
O: -15.043981 21.838282 25.598091  -0.666
C: -15.975559 15.515179 28.676251  0.577
F: -16.067140 15.519538 30.004154  -0.215
F: -15.356522 14.391968 28.347720  -0.198
F: -17.174061 15.516938 28.106995  -0.187
S: -15.024999 16.978802 28.066763  0.931
O: -15.419182 17.076209 26.673964  -0.326
O: -15.442903 18.101995 28.922697  -0.188
O: -13.630808 16.713248 28.199632  -0.631
C: -19.053762 23.483117 29.571428  0.592
F: -19.318283 24.783044 29.649901  -0.206
F: -19.509406 22.924835 30.697548  -0.221
F: -19.659769 22.971617 28.505923  -0.199
S: -17.236668 23.172290 29.467636  1.236
O: -16.829206 23.791419 28.228780  -0.726
O: -16.687128 23.725251 30.655033  -0.618
O: -17.075498 21.710561 29.395320  -0.162
C: -20.099103 19.246741 26.726849  0.276
F: -20.397210 17.988454 27.032627  -0.192
F: -20.443439 19.510211 25.501281  -0.158
F: -20.724548 20.067953 27.570738  -0.182
S: -18.275204 19.528390 26.871611  1.411
O: -17.651747 18.499638 26.087926  -0.656
O: -18.027597 20.841639 26.353187  -0.550
O: -18.031023 19.350514 28.310401  -0.594
C: -12.510488 17.863238 22.451868  0.503
F: -12.271972 17.515983 21.187005  -0.253
F: -11.323282 17.990291 23.061335  -0.231
F: -13.155184 19.022068 22.521133  -0.064
S: -13.512122 16.431886 23.185439  1.424
O: -12.654597 15.675134 24.057425  -0.748
O: -14.608803 17.083076 23.923278  -0.758
O: -13.977750 15.749953 22.024250  -0.685
C: -19.184003 18.453550 21.996566  0.506
F: -19.843129 17.587251 22.781200  -0.241
F: -19.628969 18.229722 20.752117  -0.228
F: -19.481247 19.705465 22.326513  -0.219
S: -17.351264 18.173518 22.028744  1.379
O: -17.145187 16.900143 21.430207  -0.681
O: -16.855575 19.271031 21.229300  -0.753
O: -17.021937 18.325879 23.453286  0.175
Cl: -17.421444 23.055043 22.804862  -0.223
C: -16.429251 22.362727 21.487640  -0.437
C: -15.160753 21.772756 22.034034  0.247
Cl: -14.078032 23.012496 22.680378  -0.209
H: -16.186758 23.128262 20.748952  0.423
H: -17.046610 21.651692 20.947827  0.276
H: -14.696906 21.114486 21.296209  0.318
H: -15.373747 21.014974 22.792091  -0.375
Cl: -9.308613 24.194947 24.102445  -0.231
C: -9.202878 22.833944 22.938929  -0.472
C: -10.249531 21.801936 23.226277  -0.029
Cl: -10.286443 20.556941 21.961934  -0.194
H: -8.184451 22.458938 22.955361  0.353
H: -9.372241 23.317341 21.979645  0.307
H: -11.243910 22.234296 23.240237  -0.004
H: -10.051542 21.333400 24.185753  0.266

Atoms 1-6, force components in eV/Å:
Na 0.0 -0.5 0.2
Cu -0.3 -0.6 -2.5
Mg 0.4 0.2 -0.5
C -0.2 -0.6 0.1
F 0.1 -0.1 0.2
F -0.2 0.1 0.0



3.
# C10H8F7N2

A 2-piece molecular cluster, C10H8F7N2 overall (wB97M-V/def2-TZVPD, the OMol25 dataset).

Values from the calculation:
**Net charge**: -1
**LUMO level**: 3.6 eV
**Multiplicity**: 1
**E_HOMO**: -4.68 eV
**Orbital gap**: 8.28 eV

Each line ends with the Mulliken charge.
Cartesian coordinates (Å):
C: -2.602310 -1.569257 -1.812315  -0.110
C: -2.089850 -1.377460 -0.743520  -0.271
C: -1.499083 -1.079744 0.584429  -0.937
N: -0.451525 -0.080198 0.592398  -0.705
C: -0.814439 1.190724 0.382993  0.721
F: 0.278204 2.031885 0.591865  -0.346
F: -1.236260 1.544144 -0.932378  -0.412
C: -1.938446 1.837930 1.259077  0.504
F: -3.162520 1.343743 0.950207  -0.278
F: -1.996056 3.188921 1.043680  -0.330
C: -1.756047 1.706970 2.796046  0.637
F: -2.869866 2.188858 3.401134  -0.287
F: -1.601854 0.455156 3.223780  -0.241
F: -0.723986 2.435670 3.227106  -0.254
H: -2.953071 -1.701378 -2.808461  0.430
H: -1.048583 -2.014833 0.940477  0.410
H: -2.334417 -0.892847 1.274651  0.324
N: 1.856779 -0.940410 -0.909347  0.157
C: 2.784340 0.037017 -0.742974  -0.267
C: 3.892950 -0.292239 -1.487981  -0.645
C: 3.611170 -1.527669 -2.131972  -0.527
C: 2.342558 -1.895951 -1.750131  -0.483
H: 0.939282 -0.930965 -0.458665  0.426
H: 2.570401 0.885354 -0.115060  0.360
H: 4.797553 0.289500 -1.565020  0.383
H: 4.257191 -2.077879 -2.797694  0.378
H: 1.747884 -2.755042 -2.012322  0.364

Atoms 1-6, force components in eV/Å:
C 0.2 -0.1 -0.2
C -0.1 0.2 0.2
C 0.1 -0.2 0.0
N -0.4 0.0 -0.1
C 0.4 -0.3 0.4
F -0.1 -0.1 -0.1



4.
# C10H8FN3S

A 2-piece molecular cluster, C10H8FN3S overall (wB97M-V/def2-TZVPD, the OMol25 dataset).

Values from the calculation:
**Net charge**: 0
**LUMO level (alpha / beta)**: -3.4 / -3.4 eV
**Multiplicity**: 1
**E_HOMO (alpha / beta)**: -9.49 / -9.53 eV
**Orbital gap (alpha / beta)**: 6.13 / 6.16 eV

Each line ends with the Mulliken charge.
Cartesian coordinates (Å):
C: 1.852756 1.075536 -3.567803  -0.050
C: -0.933218 -0.711543 1.577913  -0.796
C: 0.363533 0.028383 -0.332210  0.406
C: 0.303591 -0.445258 1.022817  0.738
C: -2.085557 -0.246249 0.910633  0.722
C: -0.876832 0.242756 -0.921145  0.170
C: 1.526982 0.267394 -1.235552  0.323
C: 1.000473 0.827122 -2.515244  0.771
C: 1.679425 -0.793631 1.612178  -1.451
C: -3.448134 -0.459397 1.433382  -1.240
N: 2.571182 1.350015 -4.408844  -0.321
N: -2.036534 0.121953 -0.338478  -0.558
N: 2.717915 -0.134921 -0.988389  -0.677
F: 1.183815 2.762557 -0.850633  -0.625
S: -0.755196 0.979073 -2.536973  -0.080
H: -0.834815 -1.155203 2.525502  0.485
H: 1.625639 -1.924684 1.571740  0.313
H: 2.496935 -0.339131 1.130982  0.343
H: 1.706704 -0.276769 2.565732  0.397
H: -3.713807 0.341764 2.268655  0.249
H: -4.242313 -0.217342 0.785291  0.360
H: -3.503382 -1.493445 1.939550  0.286
H: 3.400838 0.201020 -1.649104  0.235

Atoms 1-6, force components in eV/Å:
C -0.3 0.5 -0.3
C 1.1 1.6 -0.9
C -0.9 -0.4 0.6
C 2.0 0.3 -2.8
C 0.0 -2.1 0.5
C 1.6 0.7 0.4



5.
# C10H8N4O3S

C10H8N4O3S in the gas phase (wB97M-V/def2-TZVPD, the OMol25 dataset).

Values from the calculation:
**Net charge**: 0
**LUMO level**: -0.8 eV
**Multiplicity**: 1
**E_HOMO**: -9.42 eV
**Orbital gap**: 8.66 eV

Each line ends with the Mulliken charge.
Cartesian coordinates (Å):
O: -1.379856 -2.565098 -0.493347  -0.565
C: -0.494442 -1.795195 -0.780980  0.265
C: 0.224226 -0.991753 0.237463  0.504
C: 1.482731 -0.442462 0.019069  0.019
C: 2.044674 0.356496 1.001391  -0.125
C: 1.378891 0.631241 2.189806  -0.463
C: 0.134788 0.068026 2.408821  -0.610
C: -0.434467 -0.744224 1.444707  -0.829
H: -1.408230 -1.185593 1.598837  0.484
H: -0.393756 0.264712 3.328106  0.429
H: 1.847201 1.274560 2.919102  0.493
N: 3.360507 0.918962 0.776823  1.038
O: 3.795278 1.673583 1.616441  -0.627
O: 3.942754 0.588362 -0.231571  -0.613
H: 2.043369 -0.619142 -0.885854  0.524
C: -0.138524 -1.548259 -2.233044  -0.876
H: 0.865838 -1.910130 -2.454017  0.520
H: -0.850609 -2.064058 -2.879071  0.444
S: -0.106056 0.245899 -2.639038  -0.179
C: -1.301868 0.815288 -1.510299  0.437
N: -1.175663 1.883279 -0.755917  -0.479
C: -2.328851 1.916023 -0.060364  -0.101
N: -3.147054 0.930521 -0.336275  -0.783
N: -2.501681 0.230413 -1.276234  0.398
H: -2.909008 -0.606788 -1.663945  0.258
H: -2.550190 2.675335 0.659390  0.438

Atoms 1-6, force components in eV/Å:
O 0.0 0.0 0.0
C 0.1 -0.1 -0.2
C 0.1 0.1 0.7
C 0.1 0.0 0.1
C -1.0 -0.5 0.2
C 0.2 0.1 -0.1



6.
# C10H8O3

C10H8O3 in the gas phase (wB97M-V/def2-TZVPD, the OMol25 dataset).

Values from the calculation:
**Net charge**: 0
**LUMO level**: -0.1 eV
**Multiplicity**: 1
**E_HOMO**: -9.33 eV
**Orbital gap**: 9.23 eV

Each line ends with the Mulliken charge.
Cartesian coordinates (Å):
C: 2.739723 0.152874 -0.428123  -0.299
C: 2.036720 -0.869546 0.182683  -0.768
C: 2.079613 1.365458 -0.726353  -0.812
C: 0.705317 -0.748428 0.498237  -0.252
C: 0.747628 1.401150 -0.350347  0.046
C: 0.065601 0.432785 0.337262  0.255
C: -2.362584 1.587706 0.333882  -0.058
C: -3.490429 -0.867020 0.492151  -0.098
C: -1.413229 0.597471 0.706341  -0.668
C: -2.644839 0.118339 -0.204838  0.902
O: -2.787623 2.675147 0.342128  -0.436
O: -4.235076 -1.602824 -0.095062  -0.494
O: -2.463019 -0.269307 -1.559346  -0.579
H: 3.768039 0.075916 -0.582522  0.435
H: 2.428738 -1.813949 0.424973  0.400
H: 2.343284 2.021150 -1.494509  0.383
H: -0.032499 -1.384258 0.902752  0.483
H: 0.261263 2.346154 -0.609778  0.245
H: -3.519689 -1.022889 1.561961  0.384
H: -1.527821 0.061907 1.681840  0.584
H: -2.756770 -1.204192 -1.653080  0.347

Atoms 1-6, force components in eV/Å:
C -1.2 1.1 0.5
C -0.4 -0.1 0.0
C -1.4 -3.3 0.6
C -0.9 0.7 0.5
C -0.1 2.9 -0.5
C -1.2 1.9 -1.2



7.
# C10H8OS

C10H8OS in the gas phase (wB97M-V/def2-TZVPD, the OMol25 dataset).

Values from the calculation:
**Net charge**: 0
**LUMO level**: 0.3 eV
**Multiplicity**: 1
**E_HOMO**: -8.52 eV
**Orbital gap**: 8.78 eV

Each line ends with the Mulliken charge.
Cartesian coordinates (Å):
C: -2.733041 -0.339282 -0.597403  -0.337
C: -2.169085 -1.512430 -0.421079  -0.494
C: -2.052377 0.867365 -0.436826  -0.798
C: -0.842731 -1.660674 -0.099465  -0.786
C: -0.650419 0.762410 -0.077910  1.014
C: -0.025060 -0.503977 0.018384  0.392
C: 0.253642 1.862430 0.136536  -0.476
C: 1.557963 1.816234 0.411524  -0.496
C: 2.235126 0.561565 0.456732  -0.786
C: 1.460376 -0.739264 0.281743  0.816
O: 1.933614 -1.881896 1.035715  -0.534
S: 2.502436 -0.299416 -1.172886  -0.151
H: -3.709669 -0.233036 -1.084977  0.322
H: -2.808587 -2.372102 -0.700920  0.284
H: -2.514244 1.884810 -0.495495  0.329
H: -0.421564 -2.603238 -0.164495  0.480
H: -0.119425 2.902516 -0.126539  0.203
H: 2.131138 2.751138 0.615051  0.333
H: 3.171692 0.405628 1.052891  0.356
H: 2.800215 -1.668782 1.369417  0.331

Atoms 1-6, force components in eV/Å:
C -2.2 5.0 -1.4
C 0.2 -3.9 -0.3
C 2.3 0.1 1.1
C 0.4 2.5 -0.4
C -0.1 -0.7 -0.3
C -1.0 -2.6 0.8



8.
# C10H9AsCl2F6IrNO2S

C10H9AsCl2F6IrNO2S as an isolated structure (wB97M-V/def2-TZVPD, the OMol25 dataset).

Values from the calculation:
**Net charge**: +1
**LUMO level (alpha / beta)**: -4.1 / -7.0 eV
**Multiplicity**: 6
**E_HOMO (alpha / beta)**: -12.86 / -12.86 eV
**⟨S²⟩**: 8.825
**Orbital gap (alpha / beta)**: 8.78 / 5.84 eV

Each line ends with the Mulliken charge.
Cartesian coordinates (Å):
Ir: -0.242900 -0.427000 0.631900  1.649
C: 4.248600 0.532900 -0.079400  -1.659
C: 2.786200 0.834400 0.076900  1.370
O: 2.027900 -0.131500 0.199700  -0.585
C: 2.375900 2.235100 0.049200  0.078
C: 3.301900 3.267700 -0.084100  -0.505
C: 2.922400 4.601500 -0.141800  -0.728
C: 1.568700 4.949700 -0.080000  -0.504
C: 0.618500 3.983700 0.082000  -0.526
C: 0.968300 2.582900 0.187500  0.669
O: 0.052700 1.767000 0.413400  -0.595
H: 4.399000 -0.543900 -0.087600  0.305
H: 4.803500 0.957900 0.754600  0.437
H: 4.624700 0.961100 -1.005800  0.465
H: 4.354400 3.048800 -0.153800  0.422
H: 3.676800 5.365800 -0.251100  0.428
H: 1.280100 5.987000 -0.164400  0.423
H: -0.434700 4.211100 0.146200  0.474
S: -2.310300 -1.214500 4.615600  -0.112
C: -1.281000 -0.849500 3.465500  0.666
N: -0.498100 -0.578500 2.625100  -0.718
F: -1.821600 0.254100 -1.102700  -0.542
As: -3.380800 -0.163200 -0.212900  1.999
F: -2.635300 0.759800 1.124500  -0.437
F: -4.132000 1.194200 -0.893200  -0.417
F: -4.677600 -0.640300 0.795000  -0.438
F: -3.757700 -1.252200 -1.487900  -0.446
F: -2.394500 -1.599800 0.546400  -0.534
Cl: 0.515500 -3.151100 1.092400  -0.059
C: -0.336700 -3.581200 -0.402900  -0.164
Cl: -0.261000 -2.153800 -1.446600  -0.019
H: -1.382100 -3.782000 -0.159500  0.239
H: 0.151400 -4.423100 -0.894400  0.366

Atoms 1-6, force components in eV/Å:
Ir 0.6 0.0 -0.4
C -0.1 -0.2 0.0
C 0.8 -0.8 -0.1
O -0.4 0.3 0.1
C -0.2 0.7 0.1
C -0.2 -1.1 0.0



Quick rundown of ΔE to the lowest compared entry with this formula, charge and spin, same order as above: 171.4, 0.0, 0.0, 262.1, 2.4, 356.3, 163.9, 75.6 kJ/mol